{
  "formula": "C47H52N7O4S2Tl",
  "method": "the ωB97M-V functional and the def2-TZVPD basis",
  "elements": ["Tl", "C", "C", "C", "C", "C", "C", "C", "C", "N", "C", "C", "C", "C", "N", "C", "C", "C", "C", "C", "C", "C", "C", "H", "H", "H", "H", "H", "H", "H", "H", "H", "H", "H", "H", "H", "H", "H", "H", "H", "H", "H", "H", "H", "H", "H", "H", "N", "S", "C", "C", "C", "C", "C", "C", "C", "C", "C", "C", "C", "C", "H", "H", "H", "H", "H", "H", "H", "H", "H", "H", "H", "N", "C", "C", "O", "O", "H", "H", "H", "H", "H", "N", "C", "C", "C", "N", "C", "C", "H", "H", "H", "H", "H", "H", "N", "C", "H", "O", "C", "O", "C", "C", "C", "C", "S", "C", "C", "H", "H", "H", "H", "H"],
  "xyz": [[0.20364, -0.60227, -0.22203], [0.88343, 2.27220, 2.41411], [0.48988, 3.58089, 1.78642], [1.39253, 4.63006, 1.69539], [1.03991, 5.82190, 1.08161], [-0.23085, 5.98844, 0.56154], [-1.16387, 4.96197, 0.62453], [-2.56748, 5.16368, 0.11887], [-0.77591, 3.77189, 1.23116], [-1.66836, 2.63975, 1.22823], [-2.28435, 2.23706, 2.27357], [-2.35545, 3.06781, 3.50949], [-2.91911, 0.87648, 2.28194], [-3.86270, 0.53725, 3.40424], [-2.55268, 0.10190, 1.35471], [-2.91004, -1.26974, 1.32056], [-2.21983, -2.16430, 2.15052], [-1.17717, -1.68489, 3.12633], [-2.49035, -3.51930, 2.01831], [-3.43177, -3.97648, 1.10823], [-4.10038, -3.07285, 0.30135], [-3.83472, -1.70989, 0.37354], [-4.52357, -0.75865, -0.56849], [1.92149, 2.30429, 2.74110], [0.77773, 1.45320, 1.69834], [0.27292, 2.03499, 3.29000], [2.39269, 4.49580, 2.09015], [1.76476, 6.62166, 1.00339], [-0.50470, 6.91942, 0.08163], [-2.61929, 6.04320, -0.51979], [-3.25944, 5.31220, 0.95299], [-2.92025, 4.30737, -0.45258], [-1.84585, 4.01817, 3.37572], [-1.92185, 2.54520, 4.36349], [-3.40663, 3.24738, 3.74578], [-4.74770, 1.17631, 3.35832], [-3.40040, 0.68837, 4.38068], [-4.17806, -0.49958, 3.31946], [-1.58258, -0.97100, 3.84637], [-0.34865, -1.19502, 2.60580], [-0.77098, -2.52655, 3.68524], [-1.94954, -4.22256, 2.64102], [-3.63502, -5.03626, 1.02235], [-4.82550, -3.42303, -0.42232], [-5.57123, -1.03519, -0.69008], [-4.04902, -0.80344, -1.55337], [-4.47761, 0.27216, -0.21872], [2.76128, 0.01206, 0.58544], [3.29767, 1.48222, 0.35477], [4.01412, 1.59989, -1.28527], [3.41129, 2.46037, -2.18915], [3.89176, 2.49737, -3.49479], [4.95013, 1.68614, -3.87618], [5.54193, 0.82503, -2.95564], [5.07333, 0.77881, -1.65449], [4.83278, 1.68796, 1.30457], [5.65364, 2.78935, 1.09352], [6.79262, 2.94920, 1.86608], [7.10693, 2.01608, 2.84831], [6.27344, 0.92910, 3.06349], [5.12801, 0.76554, 2.29239], [3.43773, -0.67706, 0.25548], [2.56593, 3.07389, -1.88615], [3.42682, 3.16111, -4.21298], [5.32503, 1.72397, -4.89149], [6.36973, 0.19365, -3.25181], [5.52896, 0.11141, -0.93128], [5.41167, 3.50960, 0.31993], [7.43968, 3.80081, 1.69975], [8.00321, 2.13973, 3.44243], [6.51574, 0.20246, 3.82850], [4.45470, -0.07054, 2.44142], [-2.09890, 1.85173, -1.30336], [-1.21536, 2.61427, -2.20838], [0.20351, 2.79908, -1.66123], [0.78698, 3.84539, -1.98159], [0.68155, 1.86528, -0.94354], [-3.06287, 2.04801, -1.55676], [-1.81843, 2.15306, 0.22126], [-1.98736, 0.85715, -1.52643], [-1.63094, 3.60161, -2.40253], [-1.12102, 2.08898, -3.16439], [2.55925, -6.99001, 1.47090], [2.15562, -5.70398, 1.21388], [1.19199, -5.42762, 0.24045], [0.85038, -4.11358, -0.00605], [1.38438, -3.07343, 0.63457], [2.30211, -3.34051, 1.56163], [2.71927, -4.61630, 1.88774], [2.00338, -7.74762, 1.11811], [3.08387, -7.17441, 2.30617], [0.72188, -6.22990, -0.31488], [0.10925, -3.87402, -0.76336], [2.72028, -2.47644, 2.07042], [3.47534, -4.77166, 2.64789], [2.38657, -0.61159, -3.32921], [1.99610, -1.12239, -2.36404], [2.61988, -0.13541, -4.17429], [-6.21329, -5.17800, -5.32789], [-5.29684, -5.35901, -4.34202], [-5.30852, -6.39336, -3.72816], [-4.34510, -4.24968, -4.08343], [-4.25440, -3.08544, -4.85187], [-3.33917, -2.09732, -4.54835], [-2.46042, -2.22103, -3.45468], [-1.30770, -0.97644, -3.08004], [-2.56023, -3.39920, -2.69437], [-3.47363, -4.38510, -3.00420], [-6.11059, -4.30277, -5.71682], [-4.89239, -2.92421, -5.71641], [-3.27932, -1.20360, -5.15566], [-1.90160, -3.51901, -1.84346], [-3.53773, -5.28964, -2.41157]],
  "forces_ev_per_angstrom": [[-0.0720, -0.0589, -0.0671], [-0.0879, 0.0364, 0.0098], [0.0437, -0.1172, -0.0374], [0.0142, 0.0196, -0.0198], [-0.0027, -0.0048, 0.0122], [0.0520, 0.0257, 0.0014], [-0.1268, -0.0252, 0.0740], [0.0790, -0.0355, 0.0249], [0.0566, 0.1138, -0.0668], [-0.0833, 0.0098, 0.0134], [0.0615, 0.1704, 0.0534], [0.0748, 0.0037, 0.0673], [-0.2265, -0.0950, 0.0465], [-0.0148, 0.0447, -0.0559], [0.1901, 0.0661, 0.0164], [-0.0485, -0.0971, -0.0921], [0.0670, 0.0584, -0.0049], [-0.0175, -0.0059, -0.0503], [-0.0257, -0.0259, 0.0183], [0.0008, 0.0133, 0.0011], [0.0128, -0.0321, 0.0116], [-0.0619, 0.0820, 0.0286], [0.0455, -0.0470, -0.0258], [-0.0174, 0.0033, 0.0102], [0.0191, 0.0461, 0.0364], [-0.0061, 0.0050, 0.0112], [-0.0080, 0.0016, 0.0095], [-0.0102, -0.0006, -0.0063], [0.0001, -0.0047, -0.0049], [-0.0057, -0.0041, -0.0019], [-0.0171, -0.0013, -0.0213], [-0.0264, -0.0525, -0.0425], [-0.0110, -0.0126, 0.0133], [0.0004, -0.0320, -0.0178], [0.0019, -0.0202, 0.0151], [0.0064, 0.0070, 0.0112], [0.0090, -0.0037, -0.0120], [-0.0044, -0.0064, -0.0011], [-0.0007, -0.0003, 0.0351], [-0.0177, 0.0073, 0.0215], [0.0096, 0.0002, -0.0026], [-0.0040, 0.0040, -0.0038], [-0.0082, 0.0107, -0.0038], [-0.0014, -0.0150, -0.0202], [0.0017, 0.0084, -0.0128], [0.0304, 0.0055, 0.0039], [-0.0245, 0.0063, 0.0090], [0.0283, 0.0868, 0.2339], [0.2466, -0.0352, -0.1193], [0.0077, 0.0376, -0.0725], [0.1313, -0.0119, 0.1479], [0.0148, -0.0175, -0.0288], [0.0079, -0.0142, 0.0120], [0.0318, -0.0188, 0.0312], [0.0048, 0.0182, 0.0182], [-0.0885, -0.0665, -0.0740], [-0.0162, 0.0597, -0.0335], [-0.0328, -0.0078, 0.0075], [-0.0101, -0.0157, -0.0009], [0.0191, 0.0215, -0.0095], [-0.0155, -0.0292, -0.0125], [-0.0437, -0.0373, -0.0370], [0.1059, 0.0075, -0.1009], [-0.0034, 0.0263, 0.0231], [-0.0010, 0.0016, -0.0123], [-0.0052, 0.0003, -0.0146], [0.0098, 0.0029, -0.0015], [0.0049, -0.0217, -0.0061], [0.0002, -0.0060, -0.0058], [-0.0129, -0.0017, 0.0061], [-0.0068, 0.0059, 0.0030], [0.0275, -0.0042, 0.0048], [0.0012, -0.0019, 0.1173], [0.0901, -0.0133, -0.1147], [0.0874, -0.0352, 0.2064], [-0.1534, 0.0500, -0.0273], [-0.3314, 0.0802, -0.0774], [-0.0308, -0.0070, -0.0196], [0.0508, -0.1733, -0.2156], [0.0404, -0.0510, 0.0693], [-0.0336, 0.0035, 0.0311], [-0.0402, 0.0412, -0.0237], [0.0444, 0.0362, -0.0614], [-0.0090, -0.0069, 0.0146], [-0.0107, -0.0287, 0.0049], [0.0131, 0.0328, 0.0106], [0.0386, -0.0500, 0.0235], [-0.0450, -0.0217, 0.0043], [0.0110, -0.0144, 0.0052], [-0.0146, -0.0118, 0.0288], [-0.0224, -0.0125, 0.0193], [0.0011, 0.0195, -0.0136], [0.0157, -0.0199, 0.0023], [0.0154, -0.0131, -0.0031], [-0.0066, 0.0195, -0.0015], [-0.0813, -0.0992, 0.0192], [0.1120, 0.0233, -0.1134], [0.0335, 0.0532, 0.0173], [-0.0042, 0.0072, -0.0267], [-0.0174, 0.0129, 0.0195], [0.0059, -0.0007, 0.0148], [0.0020, 0.0155, -0.0607], [-0.0273, -0.0005, 0.0195], [0.0130, -0.0275, 0.0531], [-0.0490, 0.0582, 0.0585], [0.0140, 0.1403, 0.0173], [-0.0113, -0.0235, -0.0232], [0.0281, -0.0306, 0.0662], [0.0076, -0.0033, 0.0108], [0.0169, 0.0134, -0.0084], [-0.0080, -0.0081, -0.0109], [-0.0122, -0.0020, 0.0174], [0.0154, 0.0171, 0.0073]],
  "lowdin_charge": [0.71, -0.04, -0.20, -0.03, -0.05, -0.03, -0.20, -0.02, -0.18, 0.18, -0.17, 0.01, -0.25, 0.00, 0.15, -0.24, -0.23, -0.04, -0.05, -0.07, -0.05, -0.20, -0.02, 0.07, 0.02, 0.08, 0.11, 0.11, 0.12, 0.09, 0.08, 0.06, 0.10, 0.10, 0.10, 0.10, 0.09, 0.09, 0.07, 0.04, 0.08, 0.11, 0.11, 0.12, 0.09, 0.07, 0.06, -0.39, 0.99, -0.39, -0.07, -0.07, -0.10, -0.09, -0.09, -0.38, -0.08, -0.08, -0.09, -0.08, -0.09, -0.01, 0.07, 0.11, 0.10, 0.10, 0.12, 0.12, 0.10, 0.10, 0.10, 0.09, 0.00, -0.15, -0.67, -0.02, -0.22, 0.09, 0.12, -0.04, 0.11, 0.10, 0.11, -0.33, -0.01, -0.15, -0.02, -0.15, -0.02, 0.10, 0.09, 0.11, 0.09, 0.10, 0.11, 0.14, -0.10, 0.09, 0.10, -0.49, 0.09, -0.16, -0.04, -0.13, -0.73, 0.49, -0.12, -0.03, 0.08, 0.10, 0.09, 0.08, 0.12],
  "homo_ev": -6.3212,
  "homo_lumo_gap_ha": 0.1935,
  "total_charge": 0,
  "e_lumo_ev": -1.06
}